This record from OMol25 describes C33H28LuN8O5S2 as an isolated structure at a distorted geometry. The level of theory is wB97M-V/def2-TZVPD.

Computed properties:
**2S+1**: 2
**Energy above the lowest of the compared OMol25 structures with the same formula, charge and spin**: 82.55 kJ/mol
**E_LUMO (spin up / spin down)**: -0.37 / -0.89 eV
**Electronic energy**: -112125.5385 eV
**Strongest force on any atom**: 0.0569 hartree/bohr
**Frontier orbital gap (spin up / spin down)**: 6.36 / 7.12 eV

```
77
Properties=species:S:1:pos:R:3:forces:R:3:mulliken_spin:R:1
Lu 0.898393 0.497073 -0.909243 -0.47 1.40 0.06 -0.0482
S 3.401249 -3.169605 1.679165 -0.40 -0.16 0.32 -0.0004
S -1.925466 -0.094842 0.105298 -2.76 -0.43 0.87 0.0069
O 4.542935 -4.026738 1.750779 -0.07 0.01 -0.42 0.0000
O 0.411579 -0.486760 1.204037 0.25 0.05 -0.74 -0.0043
O -1.168195 1.122683 -0.318752 0.61 0.89 -0.42 0.0009
O 2.258130 -1.036017 -1.061156 0.54 -0.26 -0.34 -0.0043
O 2.971352 -2.562836 2.922592 0.29 -0.09 -0.14 0.0001
N 2.181363 2.208922 0.001173 -0.72 0.59 -1.39 0.3267
N 0.836966 2.486027 -2.337918 0.47 0.22 0.83 0.1233
N 0.667012 -0.534760 2.485946 0.11 0.24 0.71 0.0148
N 3.524925 -1.991138 0.556029 0.36 -0.18 0.06 0.0005
N 2.049845 3.425534 -0.536879 0.52 -0.21 1.01 0.3278
N -0.724619 -1.212646 -4.842161 -0.80 -0.26 0.57 -0.0001
N -0.172565 -1.376929 -7.206709 0.19 -0.04 -0.58 0.0000
N -0.159987 -0.489706 -2.618311 0.18 0.15 -0.36 -0.0043
C 1.938373 -3.945862 0.972243 0.35 0.60 -0.21 -0.0004
C 3.598606 3.392799 1.603775 -0.30 -0.14 -0.23 0.0987
C -4.082105 -1.289714 -1.081374 0.15 -0.02 0.09 0.0000
C 1.503186 -3.072369 -0.010698 -0.19 -0.20 -0.19 0.0006
C 4.448377 0.928459 2.573040 0.03 0.03 0.10 -0.0517
C 1.193881 -0.625005 5.191837 -0.10 -0.14 -0.28 -0.0014
C -5.238212 1.060713 -1.985233 0.04 -0.13 0.06 -0.0002
C 0.191678 3.974725 -4.110003 -0.01 -0.16 0.05 0.1080
C 0.301049 -3.293142 -0.666669 0.29 0.00 -0.02 0.0003
C -0.414310 -4.436802 -0.335872 -0.05 0.00 -0.04 0.0001
C -7.155244 -0.232707 -2.990102 -0.02 -0.03 -0.11 0.0000
C -2.709091 0.463033 1.678077 0.65 -0.33 -0.42 -0.0003
C 1.230446 -5.073733 1.312603 0.13 -0.09 0.11 0.0002
C 2.477666 -1.946306 -0.214349 0.21 -1.05 0.65 -0.0018
C -5.275736 -1.329702 -1.775967 -0.01 0.17 0.05 0.0001
C -4.046317 1.102889 -1.281745 0.21 0.12 0.09 -0.0002
C 3.525624 0.975737 1.549272 -0.14 0.45 -0.47 0.0951
C -0.328874 -0.797948 -3.748688 -0.14 0.04 0.91 0.0012
C 1.330333 4.868628 -2.223520 -0.07 -0.18 -0.01 0.0839
C 1.386580 3.558118 -1.682990 -0.38 -0.23 -0.66 -0.0286
C 0.263099 2.729967 -3.517837 -0.27 -0.05 -0.50 -0.0168
C -0.377259 -1.279450 -6.076887 0.36 0.09 -0.67 0.0000
C 0.743447 5.074595 -3.440200 -0.06 -0.23 0.09 -0.0112
C 4.499554 3.329382 2.642884 0.08 -0.12 0.18 -0.0341
C 0.048210 -5.325911 0.625059 0.04 0.09 0.14 -0.0001
C 1.047654 0.581029 3.132715 0.08 0.41 0.11 -0.0066
C -3.479251 -0.069330 -0.819231 0.37 -0.19 -0.12 -0.0001
C 0.518595 -1.683463 3.159696 -0.27 -0.25 0.08 0.0003
C -5.871397 -0.153626 -2.226649 0.04 -0.09 0.04 0.0001
C 0.770491 -1.757107 4.512028 -0.02 0.40 0.12 0.0006
C 1.322410 0.560039 4.481526 -0.09 -0.14 0.07 0.0027
C 3.085578 2.208812 1.044829 0.78 -0.08 0.86 -0.0865
C 4.930217 2.102592 3.134203 0.05 -0.04 0.08 0.0862
H -0.281319 4.090015 -5.072357 -0.02 -0.08 -0.06 0.0039
H 0.199573 -2.532384 2.579253 0.01 -0.01 -0.18 0.0001
H 3.195936 0.060309 1.076542 0.05 0.08 0.15 -0.0077
H -3.607166 -2.197190 -0.742665 0.05 -0.22 0.02 0.0001
H -5.753423 -2.276586 -1.987294 0.01 -0.08 0.03 0.0000
H 3.279868 4.336402 1.189758 0.01 0.02 0.07 0.0159
H -0.044623 -2.606195 -1.431359 0.02 -0.05 0.02 -0.0005
H -1.338231 -4.656411 -0.846222 -0.14 0.00 -0.10 0.0000
H -0.520355 -6.215718 0.850462 -0.04 -0.07 0.01 0.0000
H -3.161623 1.431939 1.494681 -0.02 0.08 -0.16 0.0000
H -3.536150 2.034408 -1.100064 0.06 0.24 -0.02 -0.0001
H -6.961077 -0.650815 -3.978131 -0.09 0.01 -0.08 0.0000
H 0.661560 -2.706032 5.010746 -0.01 -0.08 -0.01 0.0001
H -0.158187 1.867960 -4.021250 -0.02 0.01 0.02 0.0093
H -1.923960 0.552936 2.421692 0.12 -0.02 0.08 -0.0005
H 0.705233 6.059202 -3.882798 0.01 0.08 0.01 -0.0009
H 1.629902 1.472552 4.968969 0.06 0.06 -0.08 0.0024
H -7.859513 -0.894168 -2.486249 -0.06 0.03 -0.02 0.0000
H 1.422817 -0.665997 6.245109 0.00 0.00 0.07 0.0000
H -5.677130 1.976106 -2.357529 -0.02 0.05 0.01 0.0000
H -3.455206 -0.255830 1.995463 -0.08 -0.16 -0.04 0.0000
H 1.599004 -5.740852 2.074976 -0.01 -0.14 0.10 0.0000
H 4.791586 -0.033119 2.923132 0.04 -0.12 0.06 -0.0014
H 1.777261 5.663684 -1.647786 0.05 0.03 0.02 0.0039
H 5.652105 2.064402 3.935870 0.07 -0.01 0.08 0.0057
H 1.128363 1.472621 2.526844 -0.06 -0.12 -0.01 -0.0067
H -7.611808 0.746143 -3.115578 -0.04 0.02 0.00 0.0000
H 4.876385 4.245020 3.076122 0.06 0.07 0.01 -0.0011
```
Positions in Å, forces in eV/Å.


This record from OMol25 describes a 2-piece molecular cluster, C2H5FN2O overall at a distorted geometry. The level of theory is wB97M-V/def2-TZVPD.

Computed properties:
**Energy above the lowest of the compared OMol25 structures with the same formula, charge and spin**: 617.46 kJ/mol
**E_LUMO**: -1.78 eV
**Electronic energy**: -9893.4006 eV
**Strongest force on any atom**: 0.1490 hartree/bohr
**Frontier orbital gap**: 7.72 eV

```
11
Properties=species:S:1:pos:R:3:forces:R:3:mulliken_charge:R:1
F -0.174008 1.808944 -1.157079 1.46 -1.93 0.10 -0.2931
O -1.298196 0.321969 1.139728 -5.05 -1.83 -2.13 -0.5024
N -0.859710 -0.653581 0.125806 -2.05 4.68 1.15 0.0023
N 1.351240 -1.249685 -0.334080 -0.45 2.39 -0.45 -0.6365
C 0.398984 -0.382410 -0.160511 3.07 -3.26 -2.06 0.4050
C 0.776343 0.934628 -0.486770 1.51 6.96 2.84 -0.2560
H 1.063444 -2.158477 -0.133319 -0.57 -2.05 0.84 0.2009
H -2.934004 0.322587 0.860474 4.89 0.30 0.84 0.3386
H 0.888241 1.559525 0.514643 -0.47 -1.43 -1.34 0.1628
H 1.870871 1.030607 -0.747243 -1.59 -0.36 -1.15 0.3358
H -1.083205 -1.534108 0.378353 -0.75 -3.46 1.37 0.2426
```
Positions in Å, forces in eV/Å.


This record from OMol25 describes the molecule C3H2N2O3 at a distorted geometry. The level of theory is wB97M-V/def2-TZVPD.

Computed properties:
**Energy above the lowest of the compared OMol25 structures with the same formula, charge and spin**: 203.88 kJ/mol
**E_LUMO**: -0.72 eV
**Electronic energy**: -12264.8689 eV
**Strongest force on any atom**: 0.0968 hartree/bohr
**Frontier orbital gap**: 10.28 eV

```
10
Properties=species:S:1:pos:R:3:forces:R:3:mulliken_charge:R:1
O 1.764472 -1.229890 1.104191 -4.23 -1.65 -0.69 -0.3947
O 0.989377 0.716981 0.163700 -3.04 -3.90 -0.56 -0.3504
O 0.099579 2.418689 -1.014242 -0.35 -1.21 0.06 -0.4557
N -1.425894 0.791958 -0.496301 0.91 -1.66 -1.20 -0.3525
N -0.427676 -1.305135 0.263563 0.06 0.98 -1.51 -0.4687
C 0.687293 -0.708839 0.468557 0.96 2.69 0.40 0.7291
C -1.426935 -0.497457 -0.374580 -1.35 -0.17 2.68 0.0876
C -0.176211 1.345072 -0.564413 2.22 2.73 1.14 0.5295
H 2.391827 -0.601460 0.904876 3.06 2.28 -0.25 0.3512
H -2.475834 -0.929920 -0.455352 1.76 -0.08 -0.07 0.3245
```
Positions in Å, forces in eV/Å.